P:
One molecule with the formula C6H7NS2, computed with ωB97M-V/def2-TZVPD.

Geometry as XYZ:
```
16
Properties=species:S:1:pos:R:3:mulliken_charge:R:1
C -1.522 1.648 -0.706 -0.8350
C 0.460 -0.543 0.249 -0.0083
C 1.038 0.433 1.192 -0.2085
C 2.302 0.857 0.922 -0.2920
C 2.986 0.381 -0.213 -0.1901
C 2.310 -0.562 -1.062 0.0339
H -2.255 2.119 -1.330 0.3496
H -0.608 1.393 -1.504 0.2393
H -1.018 2.267 -0.014 0.3387
H 0.510 0.888 2.082 0.3700
H 2.815 1.621 1.433 0.4009
H 4.088 0.813 -0.461 0.2225
H 3.003 -1.007 -2.022 0.2063
N 1.102 -0.933 -0.858 -0.4225
S -2.549 0.218 -0.151 -0.0545
S -1.182 -1.147 0.496 -0.1502
```

Output
SMILES: CSSc1ccccn1
Charge: 0
LUMO level, eV: -0.0113
Orbital gap, Ha: 0.2872
M, g/mol: 157.26

=====

Q:
One molecule with the formula C6H7NS2, computed with ωB97M-V/def2-TZVPD.

Geometry as XYZ:
```
16
Properties=species:S:1:pos:R:3:mulliken_charge:R:1
C 3.194 0.810 -0.836 -0.7885
C -0.620 0.007 0.494 0.2333
C -1.304 -1.173 0.181 -0.1316
C -2.546 -1.120 -0.381 -0.2004
C -3.165 0.118 -0.558 -0.2571
C -2.393 1.290 -0.259 -0.0260
H 3.875 0.481 -1.635 0.3059
H 4.075 0.968 -0.020 0.2473
H 2.655 1.713 -0.955 0.3039
H -0.841 -2.181 0.308 0.2891
H -2.962 -2.143 -0.606 0.2868
H -4.269 0.145 -1.161 0.1989
H -3.077 2.282 -0.322 0.2381
N -1.160 1.246 0.231 -0.4950
S 2.140 -0.668 -0.431 -0.0553
S 0.965 0.070 1.115 -0.1496
```

Output
SMILES: CSSc1ccccn1
Charge: 0
LUMO level, eV: 0.1657
Orbital gap, Ha: 0.3223
M, g/mol: 157.26

=====

Q comes first in stability; the runner-up is 12.1 kcal/mol higher.

=====

P:
One molecule with the formula C5H2N2O, computed with ωB97M-V/def2-TZVPD.

Geometry as XYZ:
```
10
Properties=species:S:1:pos:R:3:mulliken_charge:R:1
C -1.266 -0.274 0.029 0.6949
C 0.050 -1.029 -0.075 -0.1382
C 1.311 -0.652 -0.178 -0.1394
C 1.700 0.698 -0.130 0.0052
C -1.393 1.281 -0.096 0.0515
H 0.189 -2.101 0.306 0.2221
H 2.069 -1.381 -0.181 0.4244
N 1.861 1.911 0.286 -0.3730
N -2.185 2.404 -0.128 -0.3329
O -2.336 -0.858 0.169 -0.4146
```

Output
SMILES: N#C/C=C\C(=O)C#N
Charge: 0
LUMO level, eV: -2.1325
Orbital gap, Ha: 0.3307
M, g/mol: 106.08

=====

Q:
C5H2N2O as an isolated structure, computed with ωB97M-V/def2-TZVPD.

Geometry as XYZ:
```
10
Properties=species:S:1:pos:R:3:mulliken_charge:R:1
C -0.121 0.172 1.254 0.7458
C 0.019 1.586 1.363 -0.3265
C 0.469 -0.115 -0.197 0.5909
C 0.051 -1.339 -0.924 -0.3214
C -0.109 -2.097 -1.967 -0.2067
H -0.603 2.305 2.054 0.3328
H -0.440 -2.755 -3.155 0.3394
N 0.559 1.989 0.301 -0.2406
N 1.023 0.942 -0.639 -0.4016
O -0.848 -0.688 1.910 -0.5120
```

Output
Charge: 0
LUMO level, eV: -2.0942
Orbital gap, Ha: 0.2955
M, g/mol: 106.08

=====

P comes first in stability; the runner-up is 29.3 kcal/mol higher.

=====

P:
A 3-piece molecular cluster, C2H11N3O2 overall, computed with ωB97M-V/def2-TZVPD.

Geometry as XYZ:
```
18
Properties=species:S:1:pos:R:3:mulliken_spin:R:1
C -0.063 -0.058 -1.761 0.0129
N 0.016 0.626 -0.495 0.4547
C -0.111 -0.156 0.777 -0.1437
N -0.062 0.785 1.911 0.0247
N -0.257 -1.408 1.004 0.5987
H -0.334 0.687 -2.518 0.0025
H 0.892 -0.624 -1.909 0.0349
H -0.821 -0.988 -1.583 0.0415
H -0.190 1.551 -0.199 -0.0112
H -1.036 1.022 2.188 -0.0055
H 0.692 1.455 1.533 0.0071
H 0.296 -1.612 1.954 -0.0158
H 3.340 0.055 -0.086 0.0002
H 4.433 -0.803 -0.652 -0.0001
O 4.071 -0.606 0.184 0.0003
H -4.317 0.448 -0.034 0.0000
H -2.820 -0.148 0.048 -0.0012
O -3.728 -0.225 -0.361 0.0000
```

Output
Multiplicity: 2
Charge: +1
LUMO level (spin up / spin down), eV: -4.3059 / -8.8949
Orbital gap (spin up / spin down), Ha: 0.3882 / 0.2195
M, g/mol: 109.13

=====

Q:
A 3-piece molecular cluster, C2H11N3O2 overall, computed with ωB97M-V/def2-TZVPD.

Geometry as XYZ:
```
18
Properties=species:S:1:pos:R:3:mulliken_spin:R:1
C 0.062 -1.814 -1.241 0.0105
N 1.118 -0.798 -1.185 0.1390
C 1.262 0.038 -0.136 -0.0455
N 2.502 0.498 0.087 0.0776
N 0.263 0.112 0.794 0.8243
H -0.668 -1.554 -2.023 0.0030
H 0.472 -2.801 -1.429 0.0118
H -0.531 -1.782 -0.335 0.0012
H 1.431 -0.465 -2.088 -0.0013
H 2.701 0.755 1.044 -0.0002
H 3.244 0.069 -0.442 0.0027
H 0.653 0.328 1.717 -0.0237
H -4.374 -1.790 2.085 0.0000
H -3.371 -0.738 2.526 -0.0001
O -4.221 -1.131 2.802 0.0000
H 0.360 3.788 -0.150 0.0000
H -0.605 3.224 -1.198 0.0002
O -0.295 4.060 -0.828 0.0006
```

Output
Multiplicity: 2
Charge: +1
LUMO level (spin up / spin down), eV: -4.3166 / -8.5163
Orbital gap (spin up / spin down), Ha: 0.3486 / 0.1942
M, g/mol: 109.13

=====

Q comes first in stability; the runner-up is 46.5 kcal/mol higher.